22
Properties=species:S:1:pos:R:3:forces:R:3 method="wB97M-V/def2-TZVPD" max_force_ha_per_bohr=0.006 total_charge=0 lumo_energy_ev="-0.66 / -0.66" e_above_lowest_kcal_mol=79.30 homo_lumo_gap_ev="7.8 / 7.8"
C -1.12688 -0.52290 0.49468 0.01 -0.09 -0.16
C -1.02260 0.12191 -0.90295 -0.02 -0.17 0.02
C -2.55007 -0.46538 1.03655 0.09 -0.01 -0.06
O -0.63070 -1.87342 0.50167 -0.13 0.19 -0.03
O 0.19972 0.01821 -1.53449 0.16 0.09 0.21
H -0.98930 -2.33321 -0.26760 0.02 0.06 0.02
H 1.14597 -0.99781 -1.12008 -0.08 0.05 0.03
H -0.46146 0.00251 1.18279 0.02 0.01 0.03
H -1.80172 -0.35417 -1.53422 0.00 0.02 0.07
H -1.34762 1.17464 -0.79289 0.01 -0.03 0.03
H -3.23448 -1.00200 0.37343 0.04 0.02 0.01
H -2.89849 0.56743 1.11697 0.03 -0.04 -0.01
H -2.60028 -0.92692 2.02333 0.01 0.02 -0.03
C 2.21354 0.87281 -0.67856 -0.11 -0.23 0.03
C 1.66699 1.61959 0.46429 -0.11 -0.07 0.03
O 1.99504 -1.34920 -0.62665 0.02 0.30 0.03
H 1.60240 -1.65980 0.20302 0.02 0.01 -0.04
H 1.95327 1.17536 -1.67816 -0.04 -0.02 -0.02
H 3.17991 0.41530 -0.55114 0.01 0.00 0.01
H 1.70461 1.04361 1.38911 0.02 0.01 -0.05
H 0.66241 1.99259 0.28785 0.02 -0.03 -0.03
H 2.33974 2.48085 0.61301 0.00 -0.10 -0.08